Record 1
Entry from the OMol25 dataset: a 2-piece molecular cluster, C12H17N overall at a distorted geometry (the ωB97M-V functional and the def2-TZVPD basis).

Atoms and positions in Å:
C  -3.516512  0.598565  1.633245
C  -2.023234  0.928421  1.579563
C  -1.421068  0.799266  0.231159
C  -1.272474  1.725664  -0.781970
N  -0.545398  1.210259  -1.836764
C  -0.269515  -0.104194  -1.524116
C  0.457856  -1.080805  -2.237510
C  0.624407  -2.354581  -1.766533
C  -0.002097  -2.661924  -0.524610
C  -0.770473  -1.759092  0.137296
C  -0.864460  -0.424023  -0.310077
H  -3.806480  0.045060  0.739943
H  -4.084091  1.526844  1.577345
H  -3.705561  0.005437  2.522830
H  -1.777672  1.927571  1.946676
H  -1.467966  0.261420  2.256818
H  -1.560533  2.743700  -0.577254
H  -0.669934  1.625975  -2.756934
H  0.958190  -0.663590  -3.112344
H  1.280920  -3.059373  -2.251881
H  0.008373  -3.677446  -0.141713
H  -1.083876  -1.954137  1.161242
C  2.579245  0.160742  0.404846
C  3.863282  0.944649  0.552306
H  2.708449  -0.830729  0.856996
H  1.659657  0.493950  0.904437
H  2.222059  -0.000222  -0.609954
H  4.725939  0.290807  0.626031
H  3.988212  1.747317  -0.175995
H  3.764762  1.534481  1.476934

Forces on atoms 1 to 2 (eV/Å):
C 0.3 0.3 -0.4
C 0.7 0.1 0.2

Properties
net charge	0
relative energy (zero: lowest compared OMol25 entry of this formula, charge and spin)	22.0	kcal/mol
gap between HOMO and LUMO	8.82	eV
highest occupied orbital energy	-7.934	eV

Table of Mulliken atomic charges, one value per atom, all in e:
1. C -1.1994
2. C -0.7552
3. C 0.2413
4. C -0.7481
5. N -0.0881
6. C -0.7197
7. C -0.3559
8. C -0.6361
9. C -0.5035
10. C -0.5452
11. C 1.3992
12. H 0.3445
13. H 0.3338
14. H 0.3319
15. H 0.4704
16. H 0.3221
17. H 0.4121
18. H 0.2609
19. H 0.3133
20. H 0.4102
21. H 0.3880
22. H 0.3131
23. C -0.3489
24. C -1.0320
25. H 0.3084
26. H 0.1268
27. H 0.0679
28. H 0.2870
29. H 0.3176
30. H 0.2836

=====

Record 2
Entry from the OMol25 dataset: a 2-piece molecular cluster, C12H17N overall at a distorted geometry (the ωB97M-V functional and the def2-TZVPD basis).

Atoms and positions in Å:
C  -0.882338  -2.486813  1.700311
C  -1.099952  -1.634911  0.522588
C  -0.890170  -2.089246  -0.763665
N  -0.870877  -1.013284  -1.666456
C  -1.198626  0.112965  -0.940058
C  -1.241474  1.471396  -1.318125
C  -1.762633  2.357275  -0.365093
C  -1.862880  2.058643  0.982301
C  -1.571701  0.768386  1.353032
C  -1.211411  -0.214635  0.437275
H  -1.836912  -2.761621  2.218413
H  -0.231824  -2.161518  2.519263
H  -0.439993  -3.473499  1.475104
H  -0.794167  -3.135410  -1.075867
H  -0.971292  -0.990696  -2.665452
H  -0.955685  1.752950  -2.305740
H  -2.018561  3.325810  -0.760561
H  -2.275849  2.748689  1.731366
H  -1.680602  0.318106  2.333773
C  3.732625  0.873554  -1.109268
C  2.681875  0.254199  -0.109411
C  3.603031  -0.096613  1.092822
H  3.156970  1.389275  -1.908642
H  4.302124  1.673790  -0.621241
H  4.283468  0.056575  -1.645928
H  2.150113  -0.636295  -0.351027
H  2.113047  1.196360  0.028936
H  4.481787  -0.639877  0.830644
H  3.039077  -0.736641  1.829599
H  3.949828  0.818796  1.561930

Forces on atoms 1 to 2 (eV/Å):
C -1.0 -1.9 1.8
C 1.7 -0.5 -1.3

Properties
net charge	0
relative energy (zero: lowest compared OMol25 entry of this formula, charge and spin)	33.9	kcal/mol
gap between HOMO and LUMO	8.68	eV
highest occupied orbital energy	-7.794	eV

Table of Mulliken atomic charges, one value per atom, all in e:
1. C -1.5187
2. C 0.6781
3. C -0.8281
4. N -0.0426
5. C -0.1763
6. C -0.8413
7. C -0.3418
8. C -0.7249
9. C -0.2718
10. C 0.8679
11. H 0.3164
12. H 0.3278
13. H 0.3916
14. H 0.4083
15. H 0.2321
16. H 0.4231
17. H 0.3740
18. H 0.3725
19. H 0.3635
20. C -1.2595
21. C 0.1393
22. C -1.2264
23. H 0.3400
24. H 0.3442
25. H 0.3406
26. H 0.2008
27. H 0.1232
28. H 0.3614
29. H 0.2722
30. H 0.3545

=====

Record 3
Entry from the OMol25 dataset: a 2-piece molecular cluster, C12H17N overall at a distorted geometry (the ωB97M-V functional and the def2-TZVPD basis).

Atoms and positions in Å:
C  -0.652513  1.818557  0.138640
C  0.209916  1.778436  -0.922633
C  1.082167  2.775939  -1.555182
C  1.612040  2.242274  -2.674374
C  1.238757  0.792435  -2.627507
C  1.628563  -0.152426  -3.659863
N  0.408118  0.618215  -1.614287
H  -0.965094  2.712887  0.656910
H  -1.138102  0.981048  0.521612
H  0.938290  3.786869  -1.328556
H  2.237101  2.558299  -3.502121
H  1.048549  0.104560  -4.591273
H  2.662218  -0.095743  -3.887445
H  1.381247  -1.126455  -3.292606
C  1.639209  -1.075917  2.268253
C  0.486956  -1.274749  1.755221
C  -0.709158  -1.449636  1.342502
C  -0.855504  -2.238174  -0.027018
C  -2.080277  -1.186804  2.090070
C  -1.843226  -0.062347  3.105837
H  2.268594  -1.816552  2.594148
H  2.066411  -0.033904  2.118377
H  -0.702495  -1.609497  -0.806628
H  -0.064402  -3.023865  -0.045381
H  -1.815336  -2.644474  0.001667
H  -2.704810  -0.796893  1.280037
H  -2.263996  -2.277814  2.532399
H  -1.875047  0.882716  2.666924
H  -0.865323  -0.114116  3.439746
H  -2.372855  -0.072871  4.022531

Forces on atoms 1 to 2 (eV/Å):
C 1.4 1.7 -1.6
C -0.1 0.2 1.1

Properties
net charge	0
relative energy (zero: lowest compared OMol25 entry of this formula, charge and spin)	119.7	kcal/mol
gap between HOMO and LUMO	8.26	eV
highest occupied orbital energy	-8.595	eV

Table of Mulliken atomic charges, one value per atom, all in e:
1. C -0.4261
2. C 0.6058
3. C -1.0538
4. C -0.4195
5. C 0.6865
6. C -1.1919
7. N -0.3183
8. H 0.2737
9. H 0.0415
10. H 0.4100
11. H 0.4137
12. H 0.2647
13. H 0.3850
14. H 0.2903
15. C -1.0554
16. C 0.2948
17. C 0.4602
18. C -1.3748
19. C -0.2790
20. C -1.3722
21. H 0.3309
22. H 0.2079
23. H 0.2802
24. H 0.3438
25. H 0.4161
26. H 0.3864
27. H 0.3089
28. H 0.3066
29. H 0.3765
30. H 0.4075

=====

Record 4
Entry from the OMol25 dataset: a 2-piece molecular cluster, C12H17N overall at a distorted geometry (the ωB97M-V functional and the def2-TZVPD basis).

Atoms and positions in Å:
C  -1.924374  1.780429  -2.064249
C  -1.258803  1.385668  -0.780034
C  -1.795479  0.829423  0.325545
N  -0.801145  0.547678  1.238083
C  0.399036  1.036738  0.762639
C  1.702899  0.755605  1.206475
C  2.735190  1.040173  0.345552
C  2.519468  1.623979  -0.916043
C  1.241932  1.813999  -1.359163
C  0.142083  1.539738  -0.512120
H  -2.997811  1.884067  -1.938310
H  -1.733600  1.047923  -2.849829
H  -1.503562  2.730209  -2.406680
H  -2.812435  0.604042  0.583244
H  -1.024974  0.433905  2.220010
H  1.963073  0.446205  2.208945
H  3.742510  0.836815  0.684406
H  3.394792  1.907670  -1.491254
H  1.008227  2.130464  -2.373107
C  0.688631  -3.395735  0.535108
C  -0.738818  -3.841968  0.826282
C  -1.779669  -2.821345  0.362209
H  1.375706  -4.218874  0.664748
H  0.685012  -2.945424  -0.458692
H  0.998681  -2.586103  1.194562
H  -0.839301  -4.165114  1.871376
H  -0.869065  -4.772678  0.251603
H  -2.752698  -3.126942  0.733883
H  -1.880757  -2.894791  -0.718675
H  -1.381259  -1.842743  0.595897

Forces on atoms 1 to 2 (eV/Å):
C 0.3 0.0 0.2
C -0.2 0.5 -0.6

Properties
net charge	0
relative energy (zero: lowest compared OMol25 entry of this formula, charge and spin)	12.5	kcal/mol
gap between HOMO and LUMO	8.84	eV
highest occupied orbital energy	-7.913	eV

Table of Mulliken atomic charges, one value per atom, all in e:
1. C -1.3831
2. C 0.7469
3. C -0.9344
4. N -0.0196
5. C -0.1285
6. C -0.8368
7. C -0.4392
8. C -0.6675
9. C -0.4830
10. C 0.9218
11. H 0.3752
12. H 0.2768
13. H 0.3529
14. H 0.4467
15. H 0.2405
16. H 0.4055
17. H 0.3810
18. H 0.3703
19. H 0.3209
20. C -1.0551
21. C -0.2667
22. C -0.5818
23. H 0.3766
24. H 0.2891
25. H 0.2108
26. H 0.3015
27. H 0.2637
28. H 0.3655
29. H 0.3116
30. H -0.1617

=====

Record 5
Entry from the OMol25 dataset: a 2-piece molecular cluster, C12H17N overall at a distorted geometry (the ωB97M-V functional and the def2-TZVPD basis).

Atoms and positions in Å:
C  1.832367  -2.265966  -1.684395
C  1.331372  -1.930489  -0.299762
C  0.513154  -2.799326  0.376676
N  -0.171264  -2.160022  1.374629
C  0.318227  -0.862274  1.482788
C  0.124810  0.041552  2.510670
C  0.788341  1.252933  2.342250
C  1.244378  1.581434  1.060205
C  1.538905  0.648722  0.064944
C  1.108030  -0.660654  0.329271
H  2.920592  -2.312755  -1.713565
H  1.495547  -1.540320  -2.432415
H  1.375161  -3.209254  -1.969825
H  0.720852  -3.862222  0.421323
H  -0.482300  -2.625062  2.214271
H  -0.417418  -0.183233  3.413839
H  1.211685  1.903018  3.091438
H  1.682402  2.558295  0.878609
H  2.000822  0.852420  -0.893203
C  -1.579789  0.498097  -1.899947
C  -1.796033  1.081523  -0.511135
C  -1.864621  2.616950  -0.359490
H  -0.615370  0.875600  -2.262452
H  -2.213466  0.845864  -2.728725
H  -1.688915  -0.583821  -1.888590
H  -2.682880  0.734022  0.028562
H  -0.953585  0.622527  -0.006619
H  -0.860742  2.998055  -0.243137
H  -2.419645  2.998838  -1.204054
H  -2.460631  2.885546  0.507850

Forces on atoms 1 to 2 (eV/Å):
C 0.2 0.4 0.5
C -1.9 -0.1 -0.8

Properties
net charge	0
relative energy (zero: lowest compared OMol25 entry of this formula, charge and spin)	36.6	kcal/mol
gap between HOMO and LUMO	8.75	eV
highest occupied orbital energy	-7.811	eV

Table of Mulliken atomic charges, one value per atom, all in e:
1. C -1.3526
2. C 0.2298
3. C -0.7676
4. N -0.1099
5. C -0.1919
6. C -0.6566
7. C -0.6845
8. C -0.6564
9. C -0.1615
10. C 1.0063
11. H 0.3121
12. H 0.3145
13. H 0.3948
14. H 0.3714
15. H 0.2762
16. H 0.4639
17. H 0.4007
18. H 0.4349
19. H 0.4543
20. C -1.1786
21. C 0.0601
22. C -1.0877
23. H 0.2679
24. H 0.3905
25. H 0.3018
26. H 0.3533
27. H -0.0774
28. H 0.2588
29. H 0.3279
30. H 0.3054

=====

Record 6
Entry from the OMol25 dataset: an isolated ion of composition C12H17N2 and charge +1 at a distorted geometry (the ωB97M-V functional and the def2-TZVPD basis).

Atoms and positions in Å:
C  -2.104065  -1.096611  -2.021283
N  -0.733009  -0.630513  -1.609523
C  -0.279562  -1.331577  -0.446418
C  -0.290855  -2.767315  -0.478027
C  0.173345  -3.465205  0.604064
C  0.764440  -2.826581  1.719456
C  0.878846  -1.464077  1.749684
C  0.336799  -0.683385  0.657992
C  0.342220  0.685541  0.920071
C  0.381291  1.461259  1.986674
C  0.246762  2.926132  1.597961
C  -0.307078  2.827172  0.107392
N  0.129967  1.487489  -0.343679
C  1.380786  1.440104  -1.197071
H  -2.283461  -0.569441  -2.857026
H  -2.026904  -2.094206  -2.451898
H  -2.941096  -1.024842  -1.284266
H  -0.247731  -0.661779  -2.476977
H  -0.679414  -3.197901  -1.304486
H  0.097912  -4.554679  0.795707
H  1.107236  -3.548044  2.387869
H  1.409720  -1.122566  2.639648
H  0.571558  1.315142  2.990337
H  -0.370304  3.395686  2.394739
H  1.231460  3.441564  1.346999
H  -1.313856  2.668955  0.173820
H  -0.040414  3.740621  -0.325373
H  -0.485797  1.056378  -1.137526
H  2.207769  1.846440  -0.676874
H  1.659273  0.501983  -1.615577
H  1.184161  2.244256  -1.846407

Forces on atoms 1 to 2 (eV/Å):
C 0.8 -1.6 1.9
N -3.0 0.5 1.0

Properties
net charge	+1
relative energy (zero: lowest compared OMol25 entry of this formula, charge and spin)	64.7	kcal/mol
gap between HOMO and LUMO	8.93	eV
highest occupied orbital energy	-12.113	eV

Table of Mulliken atomic charges, one value per atom, all in e:
1. C -1.1089
2. N -0.1222
3. C 0.5733
4. C -0.8182
5. C -0.4605
6. C -0.7222
7. C -1.0831
8. C 0.7137
9. C 0.0936
10. C -0.6707
11. C -0.5546
12. C -0.8482
13. N 0.2134
14. C -1.1952
15. H 0.4599
16. H 0.3927
17. H 0.2888
18. H 0.2669
19. H 0.5884
20. H 0.3268
21. H 0.4611
22. H 0.3110
23. H 0.5493
24. H 0.3992
25. H 0.2723
26. H 0.4447
27. H 0.3463
28. H 0.5882
29. H 0.4223
30. H 0.3581
31. H 0.5141